{"formula": "C8H28O13P5", "method": "ωB97M-V/def2-TZVPD", "species": ["O", "P", "O", "O", "P", "C", "C", "O", "P", "O", "H", "H", "H", "H", "H", "H", "H", "H", "H", "H", "C", "O", "P", "O", "O", "C", "O", "C", "H", "H", "H", "H", "H", "H", "H", "H", "H", "C", "O", "P", "O", "O", "C", "O", "C", "H", "H", "H", "H", "H", "H", "H", "H", "H"], "positions_angstrom": [[0.93, 3.38, -0.37], [0.44, 2.51, -1.44], [-0.82, 1.63, -1.00], [-0.02, 3.43, -2.68], [1.91, 1.16, -2.30], [3.29, 2.31, -2.70], [3.75, 2.34, -4.16], [4.92, 3.10, -4.15], [5.55, 3.48, -2.54], [4.38, 2.29, -1.85], [-1.54, 2.20, -0.68], [0.21, 3.00, -3.51], [2.28, 0.28, -1.26], [2.83, 3.31, -2.58], [3.00, 2.94, -4.69], [3.86, 1.35, -4.62], [6.49, 4.43, -3.09], [4.63, 4.58, -2.36], [6.08, 3.76, -1.21], [6.49, 2.38, -2.64], [-4.52, -0.98, 0.92], [-4.27, 0.18, 1.74], [-5.29, 1.45, 1.61], [-4.73, 2.18, 0.46], [-4.84, 2.03, 3.05], [-3.48, 2.42, 3.24], [-6.76, 2.09, 1.81], [-7.70, 1.49, 2.72], [-3.71, -1.68, 1.10], [-5.46, -1.46, 1.19], [-4.52, -0.71, -0.14], [-3.03, 2.74, 2.30], [-2.90, 1.60, 3.67], [-3.48, 3.25, 3.94], [-7.30, 1.49, 3.73], [-7.95, 0.47, 2.41], [-8.61, 2.09, 2.69], [3.46, -4.55, 2.43], [2.18, -4.09, 1.97], [2.02, -3.71, 0.40], [2.50, -2.34, 0.18], [0.41, -3.83, 0.44], [-0.31, -2.82, 1.14], [2.13, -4.53, -0.97], [1.95, -5.96, -0.96], [3.36, -4.76, 3.50], [3.76, -5.46, 1.92], [4.22, -3.78, 2.29], [0.23, -1.88, 1.16], [-0.53, -3.15, 2.16], [-1.25, -2.67, 0.61], [0.96, -6.22, -0.59], [2.72, -6.44, -0.35], [2.05, -6.30, -1.98]], "lumo_energy_ev": 1.030, "relative_energy_kcal_mol": 0.0, "energy_ha": -3006.6051, "charge": -1, "homo_lumo_gap_ev": 4.760}